Record 1
The following is a quantum chemistry calculation of 5 unconnected molecules or ions with the total composition C15H40O15S5 in a non-equilibrium geometry, from OMol25.

Geometry as XYZ:
```
75
Properties=species:S:1:pos:R:3:lowdin_charge:R:1
O -6.7406 4.8663 -8.3916 -0.313
S -8.1960 4.8363 -8.4545 0.643
O -8.9577 4.5706 -7.2009 -0.316
O -8.8022 6.1509 -9.0954 -0.276
C -7.8954 7.2095 -9.5970 -0.193
C -7.1775 6.7336 -10.8898 -0.077
C -8.6468 3.4923 -9.6704 -0.101
H -7.1543 7.4092 -8.8230 0.115
H -8.5398 8.0346 -9.9005 0.120
H -6.5870 5.8466 -10.6601 0.062
H -6.5970 7.5549 -11.3100 0.079
H -7.9036 6.4610 -11.6556 0.075
H -8.6316 3.7544 -10.7283 0.058
H -9.6964 3.2567 -9.4945 0.058
H -8.0425 2.6066 -9.4740 0.066
O -0.7840 5.1204 6.1578 -0.304
S -2.1091 5.4249 5.6842 0.682
O -2.8913 4.3894 5.0150 -0.301
O -2.9142 5.8494 7.1072 -0.276
C -2.1484 6.7376 7.9707 -0.267
C -3.1589 7.3498 8.9649 -0.061
C -2.1627 6.9884 4.6356 -0.089
H -1.4355 7.2908 7.3593 0.102
H -1.4437 6.1416 8.5507 0.110
H -2.5991 7.9130 9.7115 0.072
H -3.7075 6.6564 9.6024 0.081
H -3.8347 8.0989 8.5522 0.073
H -3.1236 6.8554 4.1386 0.056
H -1.4221 7.2296 3.8730 0.072
H -2.3106 7.8341 5.3072 0.050
O -2.8254 -3.2175 0.0568 -0.319
S -1.9140 -2.0773 0.2644 0.688
O -0.4926 -2.3274 -0.0545 -0.310
O -2.4922 -0.6898 -0.4076 -0.285
C -3.9104 -0.5163 -0.5211 -0.281
C -4.0721 0.5788 -1.5663 -0.067
C -1.9760 -1.5917 2.0609 -0.107
H -4.3581 -0.2609 0.4394 0.125
H -4.3721 -1.3552 -1.0418 0.115
H -3.9488 1.5906 -1.1803 0.079
H -5.1287 0.5092 -1.8249 0.081
H -3.3721 0.2608 -2.3390 0.091
H -1.3550 -2.3312 2.5665 0.060
H -2.9577 -1.7339 2.5126 0.063
H -1.5507 -0.5946 2.1758 0.067
O 8.5452 -3.3359 -3.5460 -0.317
S 8.6842 -4.7281 -3.9657 0.738
O 10.0430 -5.2847 -4.1697 -0.312
O 7.8066 -5.7592 -2.8685 -0.302
C 6.7804 -5.2788 -2.0158 -0.300
C 5.9656 -6.5247 -1.6884 -0.073
C 7.5792 -4.9507 -5.4449 -0.090
H 6.1225 -4.5403 -2.4738 0.118
H 7.2271 -4.8669 -1.1108 0.119
H 6.6053 -7.3293 -1.3258 0.079
H 5.5150 -6.9140 -2.6014 0.074
H 5.1815 -6.3088 -0.9627 0.081
H 7.4458 -4.0081 -5.9758 0.070
H 6.7521 -5.4763 -4.9676 0.052
H 7.9711 -5.6957 -6.1373 0.063
O 6.8550 -7.2828 7.6998 -0.304
S 6.5710 -7.3008 6.2705 0.720
O 5.4951 -8.1858 5.7278 -0.322
O 6.1415 -5.6984 5.8795 -0.286
C 5.0041 -5.1675 6.4899 -0.317
C 4.8737 -3.7202 6.1630 -0.080
C 8.1001 -7.4039 5.3154 -0.111
H 5.0638 -5.3762 7.5581 0.122
H 4.1964 -5.6995 5.9873 0.120
H 5.6805 -3.0855 6.5294 0.076
H 4.0133 -3.2639 6.6523 0.083
H 4.9205 -3.4173 5.1169 0.082
H 8.7411 -8.2022 5.6894 0.074
H 8.5566 -6.4263 5.4707 0.071
H 7.9021 -7.6746 4.2783 0.073
```

Output
- spin multiplicity = 1
- LUMO level (eV) = 0.512
- SMILES = CCOS(C)(=O)=O.CCOS(C)(=O)=O.CCOS(C)(=O)=O.CCOS(C)(=O)=O.CCOS(C)(=O)=O
- HOMO energy (hartree) = -0.38894
- max |F| (eV Å⁻¹) = 3.9
- energy relative to the best compared isomer or geometry (same formula, charge and spin) (kJ/mol) = 400.6
- DFT total energy (eV) = -101086.212
- total charge = 0



Record 2
The following is a quantum chemistry calculation of a molecular structure, C15H41CdFN5O4P in a non-equilibrium geometry, from OMol25.

Geometry as XYZ:
```
68
Properties=species:S:1:pos:R:3:lowdin_charge:R:1
Cd -2.1297 0.3395 0.6648 1.474
C 3.7678 -5.5997 -2.1736 -0.102
O 2.5404 -5.1028 -1.7914 -0.194
C 2.4962 -4.7262 -0.4312 -0.181
C 1.2343 -3.8409 -0.0215 -0.033
N 1.0056 -2.8176 -1.1349 0.042
H 0.5608 -3.2636 -1.9244 0.163
H 0.3116 -2.1769 -0.7773 0.077
C 2.1946 -1.9510 -1.5343 -0.047
C 1.6834 -0.8838 -2.5630 -0.191
O 0.8567 -1.5796 -3.4745 -0.176
C 0.2392 -0.6512 -4.3433 -0.089
H 4.4803 -4.7750 -2.1590 0.092
H 3.6237 -6.0286 -3.1652 0.111
H 4.2115 -6.3529 -1.5224 0.104
H 3.3839 -4.0952 -0.3861 0.109
H 2.5759 -5.5011 0.3311 0.138
H 1.3549 -3.2624 0.8944 0.125
H 0.2936 -4.3825 0.0776 0.133
H 2.8900 -2.6589 -1.9853 0.123
H 2.6182 -1.5122 -0.6309 0.127
H 2.5514 -0.4432 -3.0535 0.139
H 1.1308 -0.0953 -2.0520 0.106
H 0.8016 0.2080 -4.7086 0.101
H -0.6651 -0.2264 -3.9076 0.078
H -0.0458 -1.2602 -5.2013 0.105
F -0.7459 -1.1623 0.2870 -0.591
C -3.6395 -1.4666 -1.6293 -0.225
O -3.3349 -0.6316 -0.7371 -0.209
N -4.2448 -1.1717 -2.8012 -0.155
C -4.3121 -2.0172 -3.9587 -0.014
C -4.8652 0.1105 -2.9575 -0.043
H -3.2329 -2.4831 -1.5118 0.159
H -3.5429 -2.7646 -3.7640 0.095
H -3.9915 -1.4393 -4.8254 0.110
H -5.2452 -2.5387 -4.1720 0.116
H -5.9255 0.1060 -3.2102 0.115
H -4.7178 0.7895 -2.1177 0.085
H -4.5714 0.6965 -3.8283 0.103
O -1.2640 1.6516 1.9058 -0.406
P -0.1874 2.4946 2.5065 0.657
N -0.4695 4.1481 2.1612 -0.151
C 0.1947 5.2164 3.0238 0.006
C -1.1829 4.5253 0.9916 -0.048
N 1.3904 2.0502 2.0532 -0.280
C 2.4257 3.0412 1.8983 -0.077
C 1.6555 0.7417 1.4174 -0.067
N -0.3397 2.5695 4.2069 -0.233
C 0.7858 2.1663 5.0625 -0.033
C -1.6729 2.4750 4.8533 -0.052
H 0.1969 6.1874 2.5286 0.111
H 1.2429 5.0448 3.2687 0.090
H -0.3625 5.4378 3.9340 0.108
H -2.1596 4.9167 1.2761 0.132
H -1.2193 3.6749 0.3106 0.086
H -0.7781 5.3547 0.4117 0.127
H 2.7167 3.4797 2.8529 0.085
H 3.2861 2.5514 1.4425 0.107
H 2.0453 3.7804 1.1933 0.093
H 1.1754 -0.0543 1.9866 0.084
H 1.2098 0.8333 0.4269 0.070
H 2.7269 0.5407 1.4141 0.103
H 0.8487 1.0785 5.0333 0.111
H 1.7149 2.6094 4.7042 0.082
H 0.5642 2.5513 6.0579 0.109
H -1.6488 2.8731 5.8677 0.105
H -2.0966 1.4741 4.9358 0.107
H -2.3950 3.1982 4.4742 0.095
```

Output
- spin multiplicity = 2
- LUMO level (alpha / beta) (eV) = -8.974 / -12.901
- HOMO energy (alpha / beta) (hartree) = -0.60437 / -0.60437
- max |F| (eV Å⁻¹) = 3.3
- DFT total energy (eV) = -48403.906
- total charge = +3



Record 3
The following is a quantum chemistry calculation of 3 unconnected molecules or ions with the total composition C15H41N3PS in a non-equilibrium geometry, from OMol25.

Geometry as XYZ:
```
61
Properties=species:S:1:pos:R:3:lowdin_charge:R:1
C 6.0731 2.5755 4.8758 -0.141
C 5.8278 4.1013 4.7753 -0.493
S 4.3121 4.5332 3.8245 0.841
C 3.4108 3.0049 3.3905 -0.642
P 2.1977 2.5669 4.7312 0.948
N 1.3227 3.9212 5.2934 -0.135
H 5.2564 2.1485 5.4627 0.047
H 7.0520 2.3471 5.2923 0.087
H 6.0645 2.1750 3.8570 0.069
H 6.6735 4.5900 4.2844 0.075
H 5.7709 4.5551 5.7682 0.073
H 2.8974 3.2038 2.4450 0.050
H 4.0323 2.1180 3.2283 0.048
H 2.9841 2.0709 5.8025 0.036
H 1.3378 1.5556 4.2165 0.029
H 1.6607 4.7557 4.8228 0.037
H 0.3328 3.7894 5.1247 0.060
C -2.7078 0.8983 -0.9676 -0.071
C -1.3122 0.5763 -0.4549 -0.268
N -1.0013 1.2171 0.8131 -0.194
C 0.4060 1.1556 1.1528 -0.267
C 1.0256 -0.2216 1.4095 -0.081
C -1.9278 0.9518 1.9033 -0.247
C -2.1648 -0.5056 2.3074 -0.076
H -2.8650 1.9761 -1.0280 0.084
H -2.8370 0.4827 -1.9680 0.061
H -3.4867 0.4687 -0.3352 0.071
H -0.6002 0.9293 -1.2065 0.122
H -1.1952 -0.5145 -0.4037 0.086
H 0.5858 1.7935 2.0287 0.068
H 0.9664 1.6302 0.3398 0.113
H 0.7163 -0.6360 2.3698 0.052
H 2.1167 -0.1344 1.4382 0.067
H 0.7799 -0.9374 0.6263 0.070
H -2.8923 1.3911 1.6370 0.106
H -1.6071 1.5200 2.7839 0.103
H -2.3202 -1.1556 1.4460 0.072
H -3.0620 -0.5719 2.9264 0.077
H -1.3426 -0.9075 2.8990 0.052
C -2.1404 -4.0580 -6.5908 -0.088
C -1.2963 -3.5044 -5.4522 -0.274
N -1.8169 -2.2645 -4.9033 -0.196
C -0.8771 -1.5814 -4.0314 -0.250
C -0.4664 -2.2787 -2.7317 -0.090
C -3.1937 -2.3059 -4.4362 -0.246
C -3.5572 -3.3322 -3.3600 -0.081
H -2.2815 -3.3109 -7.3729 0.081
H -1.6411 -4.9202 -7.0348 0.074
H -3.1214 -4.3921 -6.2490 0.065
H -0.2953 -3.3111 -5.8474 0.118
H -1.1820 -4.2828 -4.6832 0.101
H -1.2755 -0.5902 -3.7922 0.102
H 0.0309 -1.3866 -4.6115 0.111
H -1.2638 -2.2522 -1.9892 0.042
H 0.3920 -1.7591 -2.2949 0.065
H -0.1702 -3.3157 -2.8911 0.070
H -3.8369 -2.4808 -5.3029 0.103
H -3.4763 -1.3081 -4.0883 0.108
H -3.1476 -4.3208 -3.5719 0.068
H -4.6432 -3.4381 -3.3079 0.074
H -3.2217 -3.0242 -2.3699 0.050
```

Output
- spin multiplicity = 1
- LUMO level (eV) = -3.316
- HOMO energy (hartree) = -0.34992
- max |F| (eV Å⁻¹) = 2.1
- DFT total energy (eV) = -40806.800
- total charge = +1



Record 4
The following is a quantum chemistry calculation of a molecular structure, C15H42GaO12P4 in a non-equilibrium geometry, from OMol25.

Geometry as XYZ:
```
74
Properties=species:S:1:pos:R:3:lowdin_charge:R:1
C 1.2845 3.5888 0.7702 -0.117
C 2.5721 4.4400 0.7505 -0.270
C 2.3843 5.9148 1.1752 -0.361
O 3.2682 6.7157 0.3775 -0.403
Ga 5.0512 6.5845 0.9649 0.075
P 6.5844 6.0532 -0.7607 0.499
P 5.8526 4.3352 -1.8431 0.166
O 4.7833 4.6286 -2.7984 -0.354
O 5.3273 3.1322 -0.8392 -0.226
O 7.1230 3.6806 -2.6766 -0.231
H 0.6124 3.9671 -0.0153 0.068
H 0.7609 3.5619 1.7328 0.064
H 1.5620 2.5718 0.4513 0.052
H 2.9327 4.4702 -0.2862 0.095
H 3.3629 4.0220 1.3878 0.071
H 2.6891 6.0976 2.2234 0.081
H 1.3711 6.3054 0.9891 0.104
H 5.1964 5.4379 2.1023 -0.084
H 5.4114 7.9839 1.6776 -0.112
H 7.8128 5.6190 -0.1792 -0.174
H 5.6865 3.3711 0.0312 0.033
H 7.9511 4.0243 -2.3126 0.031
O 0.3241 0.2249 3.9313 -0.210
P -0.0804 -1.1668 3.5655 0.594
O -0.5491 -1.0146 2.0096 -0.210
C 0.4486 -0.8014 1.0075 -0.279
C 1.1744 -2.0927 0.6702 -0.081
O -1.5596 -1.2234 4.2851 -0.225
C -1.8776 -0.3586 5.3737 -0.311
C -2.6824 0.8303 4.8899 -0.074
O -0.1015 -2.8334 3.4786 -0.204
C 0.6148 -3.5584 4.4988 -0.277
C -0.0697 -3.4775 5.8514 -0.080
H 1.1538 -0.0309 1.3306 0.109
H -0.0636 -0.4290 0.1203 0.109
H 1.7741 -2.4373 1.5164 0.065
H 1.8402 -1.9483 -0.1821 0.080
H 0.4623 -2.8854 0.4360 0.075
H -0.9763 -0.0396 5.8985 0.101
H -2.4725 -0.9406 6.0831 0.112
H -2.1701 1.3577 4.0857 0.077
H -2.8681 1.5308 5.7061 0.075
H -3.6421 0.4971 4.4901 0.076
H 1.6403 -3.1851 4.5606 0.114
H 0.6604 -4.5967 4.1698 0.117
H -0.0020 -2.4693 6.2668 0.069
H 0.4012 -4.1624 6.5585 0.079
H -1.1274 -3.7244 5.7655 0.086
O -3.8281 -0.8866 -3.7774 -0.215
P -3.3544 -2.2864 -4.0081 0.592
O -4.7523 -3.1390 -4.0294 -0.208
C -5.6201 -2.9997 -5.1514 -0.291
C -5.1194 -3.7845 -6.3523 -0.086
O -2.8339 -2.6606 -2.4976 -0.219
C -2.4512 -1.6364 -1.5757 -0.300
C -3.5757 -1.3521 -0.6025 -0.065
O -2.4817 -3.5819 -4.5907 -0.205
C -1.1813 -3.3032 -5.1550 -0.274
C -0.1663 -2.9097 -4.0972 -0.077
H -5.7431 -1.9416 -5.4021 0.109
H -6.5938 -3.3823 -4.8441 0.116
H -4.1897 -3.3594 -6.7377 0.065
H -5.8578 -3.7721 -7.1559 0.075
H -4.9113 -4.8184 -6.0766 0.081
H -2.1382 -0.7329 -2.1001 0.105
H -1.5810 -2.0060 -1.0273 0.101
H -4.5014 -1.1069 -1.1239 0.074
H -3.3149 -0.5250 0.0595 0.078
H -3.7782 -2.2353 0.0060 0.079
H -1.2723 -2.5219 -5.9139 0.113
H -0.8575 -4.2151 -5.6568 0.116
H -0.3943 -1.9266 -3.6790 0.072
H 0.8349 -2.8646 -4.5278 0.082
H -0.1690 -3.6229 -3.2734 0.086
```

Output
- spin multiplicity = 1
- LUMO level (eV) = 1.031
- HOMO energy (hartree) = -0.18416
- max |F| (eV Å⁻¹) = 7.6
- DFT total energy (eV) = -130342.137
- total charge = -1